Formula: C6H31NO10
Source: the OMol25 dataset
Level of theory: wB97M-V/def2-TZVPD

Structure (XYZ):
```
48
Properties=species:S:1:pos:R:3:forces:R:3:mulliken_charge:R:1
C -0.3951 -2.3896 -0.4025 4.6 0.5 -3.2 -1.068
N -0.1562 -0.9312 -0.2513 -4.3 -2.5 0.9 0.997
C 0.1988 -0.5004 1.0297 0.3 1.8 1.2 0.148
C -0.5176 0.9117 1.4604 1.4 1.7 0.3 0.531
C -0.7193 1.6936 0.1666 1.7 1.6 0.7 -1.487
C -1.6781 0.7686 2.4097 -0.9 -2.2 0.1 -1.394
C -0.0124 -1.6267 2.0664 1.0 0.7 0.5 -0.504
O 0.9243 -1.9632 2.7377 -0.7 -0.3 0.2 -0.511
H 0.0034 -3.0320 0.3582 0.3 0.2 0.7 0.445
H 0.3792 -2.6235 -1.3213 -1.9 0.2 1.7 0.363
H -1.3278 -2.7759 -0.7020 -1.5 0.5 -0.6 0.290
H -0.9987 -0.4131 -0.5998 0.5 0.1 -1.1 -0.043
H 1.2599 -0.1826 0.8716 -0.1 -0.5 0.9 0.204
H 0.2324 1.5438 2.0919 -0.6 -1.4 -1.4 0.368
H 0.2786 1.4884 -0.3594 -1.6 1.0 -0.2 0.462
H -0.8287 2.7879 0.4388 0.6 -1.1 -0.4 0.451
H -1.6093 1.5517 -0.4321 0.0 -0.6 0.0 0.349
H -1.1953 0.2884 3.2999 -1.0 0.7 -0.2 0.359
H -2.3234 1.6628 2.6859 1.3 -1.0 -0.5 0.353
H -2.3185 -0.0309 1.9386 -0.1 0.8 0.7 0.257
H -1.0491 -2.0393 2.2094 0.6 0.3 -0.2 0.423
H 4.5813 -1.4689 0.0352 -1.5 1.1 -0.2 0.300
H 3.0858 -1.4850 -0.0429 -1.9 -1.9 0.4 0.317
O 3.7776 -0.8950 -0.1575 4.2 0.6 -0.1 -0.617
H -3.6351 -2.6625 -0.0954 -0.4 0.6 -0.3 0.280
H -3.6940 -1.2800 -0.8128 1.4 2.4 -0.1 0.384
O -4.1392 -2.0696 -0.6789 -1.3 -3.4 0.7 -0.603
H 2.3483 1.5584 -3.2173 4.0 -3.4 2.3 0.327
H 1.6975 1.9801 -4.4556 0.2 0.4 -0.5 0.325
O 1.7273 2.1144 -3.5084 -4.1 3.5 -2.5 -0.640
H 2.8357 -1.9926 2.1300 1.8 -2.0 -1.3 0.396
H 2.8742 -3.4998 1.6484 1.2 1.3 0.1 0.299
O 3.4349 -2.6682 1.6081 -3.1 0.1 1.5 -0.659
H 0.4821 2.5946 5.0357 -0.3 -0.9 0.4 0.314
H 0.2098 1.1600 5.5928 1.6 -2.1 1.9 0.300
O -0.1399 1.8450 5.1097 -1.3 3.0 -2.4 -0.606
H -1.9769 3.2036 -3.6482 0.2 -0.3 -0.5 0.302
H -1.3283 2.2092 -2.5770 0.0 0.8 -1.0 0.443
O -1.9051 2.9821 -2.7251 -0.1 -0.4 1.4 -0.629
H 2.5248 1.4161 -0.7547 0.4 0.1 -0.2 0.296
H 3.6049 0.3592 -1.2263 -1.6 0.7 -0.1 0.393
O 2.7975 0.8942 -1.5187 0.7 -0.5 0.1 -0.697
H 0.1937 0.1753 -2.5082 1.7 -0.5 1.1 0.245
H 0.1513 1.0994 -3.6787 1.1 0.9 -0.4 0.379
O -0.3779 0.5320 -3.1447 -2.8 -0.6 -0.4 -0.524
H -2.4414 -0.8267 -2.4724 -0.5 2.1 1.7 0.382
H -2.1972 0.7183 -1.9429 -1.5 -2.5 -0.1 0.107
O -2.6386 -0.1819 -1.6905 2.2 0.5 -2.0 -0.808
```
Forces are in eV/Å.

## Properties
M ... 277.31 g mol⁻¹
Max |F| ... 5.95 eV Å⁻¹
Total charge ... +1
Energy ... -28678.414 eV
Relative energy (zero: lowest compared OMol25 entry of this formula, charge and spin) ... 125.44 kcal per mole
Kohn-Sham gap (spin up / spin down) ... 0.3829 / 0.2219 hartree
Multiplicity ... 2

Formula: C6H31NO11
Source: the OMol25 dataset
Level of theory: wB97M-V/def2-TZVPD

Structure (XYZ):
```
49
Properties=species:S:1:pos:R:3:forces:R:3:mulliken_charge:R:1
C 2.4778 -0.4139 0.2443 0.9 -1.4 1.5 -1.356
C 1.1413 0.2149 0.5399 -1.2 -1.0 0.3 -1.236
N 0.2436 -0.3674 1.3800 1.5 -0.1 -0.1 2.121
C -0.9436 0.3565 1.8432 -1.0 1.2 -0.8 -0.647
C -1.5741 -0.4940 2.9553 -1.0 -0.5 -0.4 -1.098
C -0.6130 -1.6797 3.1941 -0.5 -0.4 -1.0 -1.187
C 0.6393 -1.4194 2.3332 0.4 -1.6 0.0 -0.929
O 0.7622 1.2271 -0.1025 0.4 0.0 0.1 0.197
H 3.2566 -0.1227 1.0250 -1.2 0.0 -1.0 0.233
H 2.5017 -1.5559 0.2758 -0.6 1.6 -0.2 0.320
H 2.7793 -0.0839 -0.7381 0.2 0.2 -0.2 0.423
H -0.6505 1.3624 2.2662 -0.2 -0.9 -0.6 0.377
H -1.6667 0.5302 0.9571 1.1 -0.2 1.4 0.017
H -1.6819 0.1247 3.8477 -0.1 -0.1 0.0 0.513
H -2.6261 -0.8641 2.6509 1.5 0.4 0.4 0.294
H -0.3327 -1.7933 4.2232 0.1 0.0 0.6 0.654
H -1.1243 -2.6278 2.8847 0.4 0.7 0.1 0.209
H 1.4748 -1.0613 2.9507 -0.2 0.1 -0.1 0.506
H 0.9815 -2.4083 1.8467 -0.6 1.8 0.3 0.168
H 0.8440 1.2304 -1.7812 -1.1 0.3 -2.4 0.194
H -0.3280 1.8195 -2.6961 -0.2 0.2 0.3 0.499
O 0.5159 1.3223 -2.7721 1.4 -0.5 1.8 -0.828
H -0.7399 3.8986 0.2612 -0.7 -1.8 0.2 0.310
H -0.5085 2.3321 0.2778 0.8 -0.5 0.0 0.418
O -1.1899 3.0031 0.3328 -0.2 2.8 0.1 -0.734
H 1.9819 -4.1489 -0.2755 3.0 -5.2 -1.3 0.236
H 0.8795 -3.3226 -0.7680 0.3 0.3 0.5 0.284
O 1.5814 -3.4046 -0.0474 -3.1 4.7 0.7 -0.500
H -1.3126 -1.6130 0.3703 0.6 0.1 0.9 -0.189
H -2.6787 -2.4497 0.3655 0.5 0.3 0.1 -0.597
O -2.0042 -1.9583 -0.1831 -1.1 -0.6 -0.6 1.277
H -1.7633 2.6249 -1.3044 0.1 0.5 1.6 0.349
H -2.2647 1.4782 -2.1704 -0.7 -1.2 0.2 0.494
O -1.8637 2.3436 -2.1966 0.3 1.0 -2.1 -0.895
H -0.4724 -1.0229 -4.3918 0.0 -0.2 -1.5 0.256
H -0.0533 -0.0929 -3.1995 -0.3 -0.8 -0.2 0.433
O -0.5156 -0.9876 -3.4579 0.8 1.2 1.2 -0.788
H 2.5157 2.4204 1.5838 0.0 -0.6 0.7 0.358
H 2.2636 2.1286 3.1034 0.1 -0.3 -0.7 0.241
O 2.4827 1.6877 2.2599 0.0 1.0 0.6 -0.499
H -0.2328 -2.3969 -2.5521 -0.1 -0.9 0.7 0.421
H -1.0205 -2.9101 -1.3435 -1.4 0.4 1.0 0.212
O -0.3156 -3.1638 -1.9134 1.7 0.0 -1.8 -0.883
H -2.4958 -0.7732 -1.3473 -0.6 0.4 -0.1 -0.030
H -1.9968 -0.5141 -2.7234 -0.7 0.2 0.0 0.528
O -2.7184 -0.2041 -2.1249 0.7 -0.6 0.0 -1.077
H 2.8869 3.6502 -0.4183 -1.2 -0.4 1.1 0.315
H 1.6477 2.7461 -0.0781 -0.1 -0.4 -0.3 0.398
O 2.1984 3.4598 0.2771 1.4 1.0 -1.1 -0.784
```
Forces are in eV/Å.

## Properties
M ... 293.31 g mol⁻¹
Max |F| ... 6.14 eV Å⁻¹
Total charge ... -1
Energy ... -30739.007 eV
Kohn-Sham gap (spin up / spin down) ... 0.0789 / 0.3486 hartree
Multiplicity ... 2

Formula: C6H31NO8
Source: the OMol25 dataset
Level of theory: wB97M-V/def2-TZVPD

Structure (XYZ):
```
46
Properties=species:S:1:pos:R:3:forces:R:3:mulliken_charge:R:1
C 1.7114 -2.3922 -1.1816 0.1 -0.2 -1.9 -1.540
C 0.2394 -2.2859 -1.5217 -1.3 0.2 -1.5 0.375
C -0.6616 -2.1798 -0.2908 -1.1 1.6 -0.7 -1.140
C -0.4278 -0.8979 0.5503 0.3 0.0 -0.5 1.320
C -0.9018 0.3754 -0.2026 -0.7 -0.8 0.0 2.095
C -2.2243 0.9037 0.3379 -0.7 1.1 0.2 -1.246
N -2.1331 1.4712 1.7063 -0.5 1.3 -1.8 -0.673
H 2.0751 -1.5258 -0.6679 0.4 0.8 -0.1 0.323
H 2.2997 -2.6292 -2.1251 -0.4 0.5 1.3 0.342
H 1.8459 -3.1847 -0.4976 0.3 -1.2 0.7 0.460
H -0.0799 -3.1852 -2.1376 0.4 1.0 0.7 0.305
H 0.0393 -1.3925 -2.2018 0.2 -1.2 0.8 -0.036
H -0.5271 -3.0173 0.3090 0.6 -1.7 1.3 0.506
H -1.7580 -2.2600 -0.5435 1.0 0.4 -0.2 0.305
H -1.0002 -0.9798 1.4984 0.6 0.1 -0.5 -0.036
H 0.6713 -0.7606 0.7814 -1.3 -0.4 0.0 -0.867
H -1.0621 0.1849 -1.2780 0.4 0.0 0.5 -1.100
H -0.1409 1.1167 -0.0732 0.2 0.7 -0.2 -0.367
H -2.6586 1.7259 -0.3313 0.7 -1.1 0.7 0.284
H -2.9849 0.1020 0.3337 0.2 0.2 0.1 0.421
H -2.0239 0.8192 2.4182 0.0 -1.7 1.1 0.374
H -1.3175 2.0628 1.7723 0.0 0.1 -0.2 0.273
H 0.7707 1.6475 2.7186 0.4 -0.3 0.3 0.477
H 0.2054 0.3839 3.3255 -0.5 -0.8 0.2 0.349
O 1.0410 0.8145 3.1717 0.6 1.2 -0.4 -0.850
H -0.9141 1.2410 -4.4443 -0.2 0.1 -0.5 0.315
H -0.1082 1.0379 -3.1713 -0.4 0.0 0.0 0.443
O -1.0421 1.0884 -3.5114 0.7 0.2 0.3 -0.699
H 2.8084 -0.9166 1.3028 0.1 -0.2 -0.1 0.256
H 2.2748 0.2671 2.1352 0.0 -0.1 0.1 0.443
O 2.9187 0.0277 1.4218 0.0 0.4 0.1 -0.808
H 0.0473 3.6928 1.3339 0.3 -0.3 0.1 0.324
H 1.1771 2.6803 0.8246 -0.8 0.6 0.8 0.436
O 0.6376 2.9791 1.6208 0.4 0.3 -0.9 -0.772
H 2.9543 2.4331 -0.5049 0.2 0.1 0.0 0.325
H 2.4355 1.2317 0.3226 0.5 -0.9 0.3 0.401
O 2.1679 1.9115 -0.3218 -0.1 0.8 -0.2 -0.801
H -1.3619 -0.2810 4.7737 0.1 0.0 -0.6 0.267
H -1.1835 -1.4657 3.8642 0.0 -1.4 -0.2 0.238
O -1.1712 -0.5265 3.8478 -0.5 1.1 1.2 -0.603
H -1.9511 -0.3512 -3.2210 0.8 1.1 -0.5 0.371
H -2.9352 -0.8247 -2.2239 -0.5 0.1 0.6 0.313
O -2.4801 -1.1062 -3.0057 -0.6 -1.5 -0.1 -0.654
H 1.6375 1.3013 -1.7643 -0.1 -1.3 -1.3 0.454
H 1.6136 -0.1408 -2.5092 0.1 0.2 0.3 0.242
O 1.4775 0.8040 -2.6404 0.2 0.9 0.8 -0.849
```
Forces are in eV/Å.

## Properties
M ... 245.31 g mol⁻¹
Max |F| ... 2.24 eV Å⁻¹
Energy ... -24595.985 eV
Relative energy (zero: lowest compared OMol25 entry of this formula, charge and spin) ... 27.59 kcal per mole
Kohn-Sham gap ... 0.3293 hartree
Multiplicity ... 1

Formula: C6H31NO8
Source: the OMol25 dataset
Level of theory: wB97M-V/def2-TZVPD

Structure (XYZ):
```
46
Properties=species:S:1:pos:R:3:forces:R:3:mulliken_charge:R:1
C 1.6038 1.1554 3.3685 1.3 1.6 1.4 -1.447
C 0.7007 1.3090 2.1587 -0.5 0.8 -1.1 0.319
C 1.3456 0.4290 1.0950 -1.7 -3.5 -0.2 -0.030
C 2.5938 0.9300 0.3728 -2.1 0.8 -1.4 -0.895
C 2.5219 2.4327 -0.0402 0.5 -1.6 -1.2 -0.624
C 1.3161 2.7303 -0.8977 -1.3 -0.7 -1.9 -0.588
N -0.7225 0.8796 2.6115 6.1 1.9 -1.5 0.048
H 2.7345 1.3807 3.2519 -2.0 0.4 -0.5 0.310
H 1.7103 0.1062 3.6564 -0.8 0.1 0.3 0.433
H 1.1662 1.8213 4.1433 0.8 -0.8 0.1 0.396
H 0.5849 2.2804 1.5635 0.0 -0.7 2.1 0.382
H 0.5613 0.0386 0.3808 0.8 0.9 0.2 -0.279
H 1.6593 -0.4736 1.6764 -0.1 0.2 -0.7 0.592
H 2.6603 0.2847 -0.5737 0.2 0.9 1.5 0.190
H 3.3829 0.7674 1.0412 1.6 -0.3 0.5 0.537
H 3.3695 2.4729 -0.7495 0.1 0.8 0.9 0.360
H 2.5665 3.1173 0.8057 0.5 0.0 -0.1 0.269
H 0.3566 2.8220 -0.2865 1.0 0.0 -1.1 0.244
H 1.4870 3.6317 -1.5578 -0.4 -0.7 1.1 0.415
H 1.1818 1.8662 -1.6913 0.0 1.5 1.7 -0.076
H -0.9142 -0.0442 2.4774 -0.9 -3.5 0.1 0.190
H -1.3617 1.5495 2.3937 -3.1 2.3 -0.4 0.327
H -0.7880 -2.9446 0.0355 -1.2 -0.9 -1.7 0.360
H -0.8155 -4.0782 -1.0472 -0.9 1.6 0.3 0.322
O -1.2611 -3.2081 -0.8066 1.6 -1.4 1.0 -0.596
H -1.8832 -1.8533 -2.0118 0.2 1.3 -0.2 0.294
H -2.0646 -0.2819 -1.7054 -0.3 -0.2 0.3 0.421
O -1.8392 -0.9292 -2.3835 -0.1 -0.8 0.1 -0.700
H -3.2050 0.5080 0.4616 2.0 2.2 -1.3 0.392
H -3.3951 1.9554 -0.0759 0.1 0.5 -0.3 0.288
O -2.6701 1.3377 0.0502 -1.7 -2.3 1.5 -0.632
H -1.2991 0.3852 -3.4925 0.4 1.4 -0.2 0.312
H -0.5928 1.8862 -3.5057 0.8 0.6 1.3 0.299
O -1.0975 1.2423 -3.9491 -1.3 -1.9 -1.4 -0.638
H 2.1824 -2.9000 -1.8164 0.0 0.1 -2.3 0.311
H 1.4052 -2.0472 -0.7311 2.3 -2.7 -1.5 0.317
O 2.0610 -2.8621 -0.9025 -2.3 2.4 3.8 -0.639
H -0.1541 -1.6888 0.8842 -1.8 -0.3 2.1 0.304
H -0.2239 -2.5297 2.1627 0.6 -0.9 1.0 0.288
O -0.8054 -2.0040 1.6358 2.5 1.3 -2.2 -0.751
H 1.7360 -0.4326 -2.5356 -3.9 -0.6 1.3 0.305
H 0.0681 -0.4054 -2.4666 -2.9 1.0 -2.4 0.137
O 0.8216 -0.6496 -2.0311 7.0 -0.5 1.1 -0.438
H -2.2992 -1.1866 1.8191 -1.0 0.8 -0.7 0.359
H -3.0812 -1.9017 0.8409 -0.5 1.6 -0.2 0.341
O -2.9804 -0.9497 1.1405 0.2 -2.8 0.8 -0.729
```
Forces are in eV/Å.

## Properties
M ... 245.31 g mol⁻¹
Max |F| ... 7.11 eV Å⁻¹
Total charge ... +1
Energy ... -24584.062 eV
Relative energy (zero: lowest compared OMol25 entry of this formula, charge and spin) ... 36.49 kcal per mole
Kohn-Sham gap (spin up / spin down) ... 0.3675 / 0.1821 hartree
Multiplicity ... 2

Formula: C6H32N2O8
Source: the OMol25 dataset
Level of theory: wB97M-V/def2-TZVPD

Structure (XYZ):
```
48
Properties=species:S:1:pos:R:3:forces:R:3:mulliken_charge:R:1
C 2.8302 1.0168 -2.4559 -0.6 -2.0 3.2 -0.555
N 1.7851 0.4284 -3.2654 0.0 0.9 -1.6 -0.176
C 0.6396 -0.3792 -2.9007 2.9 -0.8 1.3 -0.464
C 0.6795 -1.0030 -1.4789 0.7 2.7 -0.1 -0.013
N -0.2638 -2.0496 -1.4927 -1.8 -2.5 1.1 -0.241
C -1.5738 -1.8223 -0.7471 -1.2 0.1 -2.9 0.021
C -1.5411 -1.9562 0.7207 0.8 -2.2 2.3 -0.199
C 2.4158 2.0072 -1.3107 0.8 -0.2 0.0 -0.550
H 3.4388 1.5444 -3.1270 1.3 0.3 -0.8 0.461
H 3.4251 0.1608 -1.8128 -0.8 1.8 -1.9 0.143
H 1.8738 0.6070 -4.2867 -0.1 -0.3 1.6 0.226
H 0.5574 -1.1681 -3.6179 0.1 -0.8 -0.3 0.435
H -0.2782 0.0666 -2.9111 -2.7 2.0 -0.4 -0.361
H 1.7448 -1.2699 -1.3234 -0.6 -0.4 0.4 0.489
H 0.3992 -0.2494 -0.6598 0.7 -0.8 -1.4 -0.166
H 0.2098 -2.9220 -1.2083 -1.1 0.4 -0.2 0.406
H -2.0455 -0.8446 -1.1271 1.4 -0.9 0.8 -0.484
H -2.4200 -2.5017 -1.0989 1.6 0.2 -0.2 0.430
H -2.0300 -1.1821 1.2841 -0.2 0.3 -0.2 0.286
H -2.0062 -2.9640 1.1181 0.8 1.8 -0.9 0.240
H -0.4819 -2.0137 1.0852 -0.9 0.2 -0.2 -0.126
H 1.8751 2.8953 -1.7261 0.5 -0.6 0.4 0.290
H 1.7182 1.4399 -0.6416 0.8 0.8 -0.2 -0.024
H 3.4280 2.3259 -0.7697 -2.4 -0.6 -0.9 0.296
H -2.2401 -1.8199 3.7048 -0.6 1.1 -0.7 0.293
H -1.3852 -0.6754 3.5719 2.6 1.2 0.6 0.310
O -2.2343 -0.9075 3.3080 -2.1 -2.1 0.7 -0.610
H -1.9702 1.2274 -2.7364 -2.8 -0.1 1.1 0.350
H -3.2613 0.3536 -2.3480 0.2 0.4 0.0 0.287
O -2.9357 1.2674 -2.3498 2.7 -0.5 -1.7 -0.742
H 1.6560 0.4165 1.9798 -0.9 0.3 -0.2 0.290
H 0.1357 0.0795 1.6321 -2.3 1.2 1.0 0.236
O 1.0202 -0.0877 1.4479 3.4 -1.1 -0.5 -0.563
H -0.0559 2.8777 2.0605 -0.4 -0.2 0.2 0.410
H 0.5959 3.8735 1.1092 0.2 -0.4 0.7 0.278
O 0.7379 3.4057 1.9555 0.4 0.7 -0.8 -0.629
H 1.6641 -1.4752 3.0738 0.1 -1.4 0.3 0.365
H 1.9920 -3.0383 3.1172 -0.5 1.6 0.5 0.321
O 1.8114 -2.2408 3.6811 0.2 -0.1 -0.5 -0.649
H -1.7748 2.0924 1.0814 -2.0 1.2 -5.5 0.327
H -2.2701 1.4540 2.3667 -1.2 -0.6 0.4 0.288
O -1.5740 1.8858 1.9151 2.9 -0.9 5.0 -0.652
H -2.8289 2.6299 -1.3370 -0.6 -0.1 -0.2 0.363
H -3.1387 3.7134 -0.1892 -0.4 0.4 -0.3 0.264
O -2.6152 2.9717 -0.4686 1.1 0.0 1.2 -0.652
H 1.5293 -2.7916 0.2811 -0.6 0.1 0.5 0.059
H 2.7373 -3.2812 0.9213 -0.8 -0.2 0.7 0.349
O 1.7717 -3.2186 1.1204 1.6 -0.1 -1.5 -0.656
```
Forces are in eV/Å.

## Properties
M ... 260.33 g mol⁻¹
Max |F| ... 5.93 eV Å⁻¹
Energy ... -26098.548 eV
Relative energy (zero: lowest compared OMol25 entry of this formula, charge and spin) ... 105.27 kcal per mole
Kohn-Sham gap ... 0.3067 hartree
Multiplicity ... 1